(1)
Here is a cluster of 16 separate species, H32O16 in total from the OMol25 dataset. Energies are from ωB97M-V with the def2-TZVPD basis set.

Calculated values
Frontier orbital gap: 10.197 eV
Energy above the lowest of the compared OMol25 structures with the same formula, charge and spin: 656.6 kJ/mol
Highest occupied orbital energy: -10.627 eV
Maximum force: 2.65 eV/A

Each line ends with the natural charge from an NBO analysis.
Geometry (Å):
O -3.782 1.410 2.575  -0.916
O 4.097 0.435 1.130  -0.944
O 3.417 0.308 -3.192  -0.940
O -2.891 -1.752 0.293  -0.976
O 1.982 5.183 1.155  -0.937
O -4.856 -0.475 -1.090  -0.952
O 1.025 -3.844 -3.385  -0.960
O 0.865 -1.132 -2.762  -0.970
O 2.466 3.022 3.530  -0.969
O -1.975 -0.013 -3.625  -0.955
O -5.230 3.170 0.418  -0.957
O 1.049 -0.253 0.324  -0.969
O -0.843 -4.728 1.383  -0.935
O 1.273 -0.793 3.523  -0.972
O -1.182 -3.882 -1.149  -1.006
O 3.916 2.902 0.340  -0.938
H 3.385 0.515 -2.226  0.466
H -2.960 -1.278 1.130  0.480
H -1.653 -4.425 1.823  0.483
H 1.312 0.016 4.023  0.481
H -4.058 2.215 3.020  0.463
H 0.826 0.495 -0.221  0.467
H -2.638 0.281 -4.247  0.483
H 1.528 -0.656 -2.238  0.486
H -3.966 -0.763 -1.301  0.471
H -5.112 2.645 -0.373  0.489
H -1.961 -1.711 -0.015  0.498
H -1.169 -5.585 0.929  0.485
H -4.418 3.444 0.852  0.467
H 0.136 -0.551 -2.988  0.497
H -0.395 -3.745 -1.685  0.475
H 0.945 -2.879 -3.219  0.498
H 4.689 2.883 -0.250  0.459
H 4.880 0.372 0.570  0.470
H 1.995 -0.425 0.439  0.501
H 1.665 4.532 0.481  0.463
H -5.209 -1.239 -0.564  0.478
H 1.605 3.021 3.127  0.479
H 0.112 -4.123 -3.372  0.452
H 3.979 3.836 0.561  0.476
H -2.440 -0.597 -3.021  0.475
H 0.548 -1.413 3.665  0.491
H 3.037 2.270 3.377  0.495
H -0.967 -4.124 -0.232  0.489
H 4.370 0.066 1.981  0.476
H 2.163 4.501 1.835  0.471
H -2.899 1.739 2.355  0.454
H 3.339 1.125 -3.684  0.478



(2)
Here is a cluster of 16 separate species, H32O16 in total from the OMol25 dataset. Energies are from ωB97M-V with the def2-TZVPD basis set.

Calculated values
Frontier orbital gap: 9.154 eV
Energy above the lowest of the compared OMol25 structures with the same formula, charge and spin: 524.9 kJ/mol
Highest occupied orbital energy: -9.892 eV
Maximum force: 3.23 eV/A

Each line ends with the natural charge from an NBO analysis.
Geometry (Å):
O -2.995 1.429 -2.214  -0.984
O 2.526 -1.350 -2.238  -0.943
O 0.310 -0.103 -0.040  -0.976
O 2.920 0.590 0.619  -0.951
O -0.878 2.227 0.266  -0.942
O -0.873 0.560 2.981  -0.964
O -0.157 1.307 -2.717  -0.965
O -3.089 -1.128 -1.211  -0.968
O 1.377 1.974 2.609  -0.990
O -0.397 -1.515 -2.419  -0.967
O 2.200 2.682 -0.848  -0.986
O -0.444 4.098 -1.869  -0.970
O 0.893 -3.562 -0.556  -0.985
O 1.980 -1.467 2.285  -0.981
O 0.053 -3.271 2.616  -0.995
O -2.087 -1.056 1.341  -0.955
H 0.050 4.782 -1.432  0.467
H 1.417 -3.186 0.148  0.500
H -3.638 -1.913 -1.249  0.481
H -2.036 1.552 -2.189  0.483
H 0.463 -4.432 -0.415  0.486
H 1.614 -1.610 -2.019  0.486
H 1.951 -1.133 3.212  0.477
H -0.341 -1.264 -3.370  0.481
H -1.318 -1.647 -2.243  0.494
H 2.238 2.433 -1.775  0.475
H -1.921 -1.999 1.246  0.509
H -0.603 1.319 -3.552  0.478
H 2.100 -0.699 1.701  0.497
H 0.347 -2.375 2.421  0.498
H 0.651 -3.692 3.201  0.477
H 2.833 1.085 1.454  0.498
H -1.497 1.849 0.892  0.476
H 2.319 1.839 -0.378  0.478
H -1.127 -0.067 3.706  0.480
H 2.039 0.307 0.377  0.487
H -3.253 0.620 -1.846  0.475
H -0.262 -0.809 -0.043  0.466
H 0.469 1.594 2.628  0.499
H -0.337 3.237 -1.463  0.499
H -0.177 0.465 -2.314  0.494
H -0.255 0.670 -0.076  0.495
H 2.641 -1.902 -2.984  0.454
H -2.632 -1.090 2.113  0.492
H -0.356 2.866 0.755  0.501
H 1.270 2.850 2.966  0.473
H -2.737 -1.124 -0.332  0.485
H -1.252 0.074 2.272  0.482



(3)
Here is a cluster of 16 separate species, H33O16 in total from the OMol25 dataset. Energies are from ωB97M-V with the def2-TZVPD basis set.

Calculated values
Frontier orbital gap (alpha / beta): 2.595 / 10.722 eV
Energy above the lowest of the compared OMol25 structures with the same formula, charge and spin: 24.9 kJ/mol
Highest occupied orbital energy (alpha / beta): -2.458 / -10.743 eV
Maximum force: 2.17 eV/A
2S+1: 2

Each line ends with the Löwdin spin population.
Geometry (Å):
O 2.389 -0.028 0.953  0.031
O -2.233 0.618 0.954  0.040
O -0.944 2.054 -2.790  0.056
O -2.161 -0.682 -3.079  0.077
O -4.687 2.170 -0.873  0.019
O -3.078 -1.649 -0.346  0.033
O -0.107 -2.002 -1.466  0.087
O 0.972 -1.535 2.426  0.016
O 5.794 -1.161 -0.637  0.022
O -3.247 3.011 -2.723  0.022
O -1.009 -2.448 1.312  0.024
O 0.902 2.182 -0.144  0.041
O 2.245 0.693 -2.462  0.076
O 1.788 -3.954 1.506  0.024
O 2.822 2.280 2.155  0.015
O 0.705 0.221 5.878  0.006
H -0.306 1.939 -3.499  0.026
H 1.452 -2.413 2.334  0.005
H 3.447 2.371 1.423  0.008
H -2.014 0.219 -3.393  0.017
H -1.591 1.326 0.773  0.013
H 2.137 -0.262 0.042  0.021
H 0.069 2.121 0.346  0.012
H 2.411 -4.009 2.257  0.007
H 0.525 1.830 -0.969  0.018
H -0.211 -2.867 -1.888  0.024
H -4.232 2.043 -0.041  0.006
H 2.667 0.910 0.874  0.008
H 1.162 0.696 5.179  0.002
H 2.679 1.143 -3.191  0.020
H 0.115 -1.919 1.773  0.006
H -0.471 -1.393 -2.131  0.027
H 3.410 2.288 2.922  0.004
H -1.438 -2.074 0.507  0.011
H -5.531 2.605 -0.962  0.003
H -2.799 -1.076 -1.072  0.016
H -3.974 -1.983 -0.414  0.010
H 1.614 -0.011 -2.642  0.035
H -4.100 3.364 -3.013  0.005
H -2.596 -1.152 -3.803  0.022
H -1.603 -2.247 2.050  0.008
H 1.617 -0.990 1.844  0.005
H 2.421 -4.047 0.774  0.013
H -2.728 3.831 -2.720  0.007
H 5.573 -0.233 -0.462  0.008
H -0.066 0.725 6.150  0.001
H -1.915 2.148 -2.942  0.007
H -2.270 0.289 0.045  0.024
H 5.071 -1.268 -1.283  0.011



(4)
Here is a cluster of 17 separate species, H33O17 in total from the OMol25 dataset. Energies are from ωB97M-V with the def2-TZVPD basis set.

Calculated values
Net charge: -1
Frontier orbital gap: 9.855 eV
Energy above the lowest of the compared OMol25 structures with the same formula, charge and spin: 692.5 kJ/mol
Highest occupied orbital energy: -7.353 eV
Maximum force: 14.82 eV/A

Each line ends with the natural charge from an NBO analysis.
Geometry (Å):
O -1.713 -0.935 -2.084  -1.062
O -1.441 1.625 -1.269  -1.048
O -0.397 -1.373 -0.002  -1.189
O -0.435 4.824 0.869  -0.988
O 0.135 1.048 -5.167  -0.873
O 2.038 -2.792 1.831  -0.937
O 2.347 2.302 -0.631  -0.921
O -4.711 -1.755 3.397  -0.990
O 1.738 -2.686 -1.328  -0.967
O -0.256 2.095 2.842  -0.946
O 3.712 -1.195 -1.484  -0.976
O 5.133 -2.079 2.634  -0.939
O -1.891 -0.648 1.964  -1.006
O -2.302 4.838 -1.946  -0.963
O 2.712 5.024 2.094  -0.913
O -0.382 -4.906 0.269  -0.931
O -3.141 -3.473 -1.091  -0.929
H 2.259 1.429 -0.440  0.463
H 0.831 1.049 -4.768  0.436
H 2.046 -3.347 1.010  0.438
H 5.125 -1.194 2.844  0.452
H 3.713 -1.200 -2.403  0.447
H -1.076 -0.685 1.367  0.512
H -2.065 3.962 -1.679  0.494
H -4.273 -1.977 2.620  0.497
H -1.180 -1.100 -1.128  0.490
H 1.049 -1.970 -1.000  0.509
H -2.596 -2.865 -0.550  0.479
H -2.567 -0.651 1.270  0.448
H 4.457 -2.029 1.853  0.486
H 1.690 -3.324 -0.483  0.455
H 0.330 1.004 -5.986  0.437
H -1.042 -5.497 0.438  0.456
H -3.460 -3.034 -1.715  0.449
H 2.899 2.597 0.089  0.458
H -4.639 -0.966 3.903  0.493
H -3.204 4.806 -2.268  0.466
H -1.295 1.415 -0.396  0.465
H -0.723 4.154 0.221  0.499
H -1.002 -4.171 0.022  0.475
H -1.596 0.733 -1.934  0.546
H 1.181 -2.270 1.634  0.499
H -1.235 1.792 2.969  0.478
H 1.863 5.094 2.015  0.462
H 2.861 4.229 2.413  0.451
H 0.254 -0.762 -0.338  0.433
H -0.442 2.968 2.547  0.466
H -0.806 5.740 0.655  0.490
H -1.720 -1.810 -2.287  0.458
H 3.219 -2.032 -1.389  0.487